25
Properties=species:S:1:pos:R:3:lowdin_charge:R:1 method="wB97M-V/def2-TZVPD" spin_multiplicity=5 s_squared=6.04 charge=0 relative_energy_kj_mol=0.0 e_lumo_ev="0.39 / -1.88" homo_lumo_gap_ev="7.3 / 6.4"
C -0.74584 -0.69768 1.38671 -0.31
C -2.05979 -0.50905 0.75427 -0.24
C -2.25513 0.90960 0.57134 -0.23
H -2.80416 -1.25993 0.49356 0.12
C -1.20825 1.59862 1.25626 -0.17
C -0.25464 0.63374 1.70471 -0.25
H 0.67640 0.89226 2.19508 0.12
H -0.28488 -1.65135 1.64317 0.12
H -3.13488 1.37522 0.11207 0.11
H -1.20949 2.64581 1.50060 0.11
Os -0.36764 0.25074 -0.36279 1.22
Cl -0.54308 -1.60644 -1.57272 0.13
C -1.75728 0.42838 -3.76034 -0.14
C -2.04904 1.75243 -3.34148 -0.13
C -3.24066 1.71256 -2.56004 -0.10
H -1.49410 2.64397 -3.60923 0.09
C -3.68736 0.36343 -2.50637 -0.14
C -2.77462 -0.43116 -3.24762 -0.16
H -2.85385 -1.49708 -3.42054 0.09
H -0.93603 0.12219 -4.39561 0.10
H -3.74686 2.56907 -2.12601 0.10
H -4.59231 0.00744 -2.02669 0.09
O 3.40302 -0.56819 1.39029 0.08
C 2.48649 -0.50480 0.63653 -0.48
N 1.60327 -0.36374 -0.18615 -0.13